Record 1
{"formula": "C7H14N2", "method": "ωB97M-V with the def2-TZVPD basis set", "elements": ["C", "C", "C", "C", "C", "C", "C", "H", "H", "H", "H", "H", "H", "H", "H", "H", "H", "H", "H", "H", "H", "N", "N"], "positions_angstrom": [[1.46919, 1.01324, -2.41295], [1.72864, 0.67524, -0.96799], [1.24611, -0.12612, 0.00417], [1.80699, -0.66194, 1.27477], [-1.30890, 0.18113, 0.01638], [-1.11233, 1.72195, 0.61400], [-2.75279, -1.72054, 0.50992], [2.06419, 2.23423, -2.83301], [2.10542, 0.13068, -3.04087], [0.35887, 1.09667, -2.46555], [2.71977, 1.25348, -0.59667], [1.29900, -0.27634, 2.00932], [1.83134, -1.75464, 1.58268], [2.82868, -0.48478, 1.30546], [0.02776, -1.58121, 0.38195], [-0.04665, 2.19097, -0.01979], [-2.25434, 2.09965, 0.55415], [-0.92912, 1.58496, 2.23264], [-1.42649, -2.35715, 0.79809], [-3.29903, -2.24053, -0.89372], [-3.75480, -1.93674, 1.79844], [-0.12733, -0.68708, -0.17133], [-2.47419, -0.35511, 0.31991]], "forces_ev_per_angstrom": [[1.87, 0.99, -1.21], [4.54, 1.77, 2.53], [-2.96, -0.61, -2.50], [2.27, -2.48, -3.04], [0.27, -1.96, 4.00], [0.37, -1.66, 0.02], [1.07, -1.84, -0.62], [-2.06, -4.00, 1.62], [-2.38, 2.54, 1.28], [0.88, -0.31, -1.29], [-1.86, -1.74, -0.78], [-2.46, 2.61, 4.39], [-0.76, 0.60, -1.55], [1.99, 1.03, 0.45], [-1.99, 1.23, -1.07], [-3.80, -0.83, 2.47], [3.19, -0.14, -0.08], [-0.17, 0.28, -4.75], [-4.32, 1.04, -0.56], [1.41, 1.08, 4.31], [2.73, 0.49, -3.87], [1.03, 1.02, 0.57], [1.14, 0.91, -0.32]], "spin_multiplicity": 1, "total_energy_ha": -384.12974}

***

Record 2
{"formula": "C23H27N3O5S2", "method": "ωB97M-V with the def2-TZVPD basis set", "elements": ["C", "O", "C", "C", "C", "C", "O", "C", "C", "C", "C", "N", "C", "O", "C", "C", "C", "C", "C", "N", "C", "N", "C", "C", "S", "O", "O", "C", "C", "S", "C", "C", "C", "H", "H", "H", "H", "H", "H", "H", "H", "H", "H", "H", "H", "H", "H", "H", "H", "H", "H", "H", "H", "H", "H", "H", "H", "H", "H", "H"], "positions_angstrom": [[-2.66536, -2.00068, -0.40324], [-1.47489, -1.54330, 0.18853], [-1.57679, -0.73436, 1.29072], [-2.75134, -0.16912, 1.75585], [-2.74509, 0.59212, 2.91560], [-1.57889, 0.78513, 3.63840], [-1.51366, 1.43548, 4.83467], [-2.60500, 2.23535, 5.22153], [-0.37436, 0.25405, 3.14604], [0.90937, 0.48753, 3.89336], [1.25807, 1.97911, 3.99431], [1.30174, 2.61708, 2.70118], [0.35129, 3.47332, 2.27261], [-0.55293, 3.88697, 2.96459], [0.55283, 3.90804, 0.81842], [0.31430, 2.73351, -0.08346], [1.35696, 1.90810, -0.48749], [1.12884, 0.79000, -1.26650], [-0.16450, 0.48401, -1.67115], [-0.46329, -0.62923, -2.45122], [0.33768, -1.64896, -2.78137], [1.57265, -1.78220, -2.56607], [2.18541, -2.95917, -3.08055], [3.28689, -2.55105, -4.04831], [2.38406, -2.41315, -5.61790], [1.50075, -1.28545, -5.60114], [3.26401, -2.55969, -6.74229], [1.45331, -3.94971, -5.31412], [1.12670, -3.85562, -3.83895], [-0.47472, -3.03116, -3.59721], [-1.21315, 1.31719, -1.28855], [-0.97550, 2.41849, -0.49368], [-0.39098, -0.48518, 1.98120], [-2.36319, -2.69734, -1.18523], [-3.29651, -2.52441, 0.32228], [-3.24230, -1.18225, -0.84840], [-3.68725, -0.31161, 1.23934], [-3.67648, 1.01697, 3.25379], [-3.49786, 1.63499, 5.42667], [-2.29240, 2.73364, 6.13804], [-2.82515, 2.98743, 4.45918], [0.81250, 0.10005, 4.90944], [1.71982, -0.04625, 3.39253], [2.23006, 2.09506, 4.48578], [0.49640, 2.50006, 4.57458], [1.93141, 2.22293, 2.01936], [-0.15812, 4.70711, 0.60916], [1.56818, 4.29004, 0.70041], [2.37412, 2.14911, -0.20778], [1.93753, 0.14785, -1.57047], [-1.43318, -0.72999, -2.71354], [2.60699, -3.52364, -2.23791], [4.04860, -3.31054, -4.19066], [3.72485, -1.59906, -3.77124], [2.12859, -4.76743, -5.55095], [0.57087, -3.99130, -5.94463], [1.05597, -4.84432, -3.38087], [-2.22022, 1.09596, -1.61310], [-1.79830, 3.04543, -0.18481], [0.52065, -0.90592, 1.58522]], "forces_ev_per_angstrom": [[-0.05, -0.06, 0.00], [0.16, 0.08, 0.17], [-0.06, 0.01, 0.13], [0.08, -0.25, -0.35], [0.09, 0.22, 0.39], [-0.12, -0.13, -0.26], [0.24, -0.24, -0.09], [-0.15, 0.16, 0.05], [-0.03, 0.03, 0.14], [-0.13, 0.28, 0.03], [0.02, -0.08, 0.24], [0.38, -0.30, 0.14], [0.34, 0.34, -0.52], [-0.42, 0.13, 0.26], [-0.22, -0.02, 0.23], [0.15, 0.00, -0.18], [-0.29, 0.16, 0.00], [0.10, -0.19, -0.08], [0.15, 0.41, 0.27], [-0.71, 0.22, -0.21], [0.06, -1.16, -0.40], [0.21, 0.82, 0.53], [-0.04, -0.37, 0.46], [-0.55, -0.09, -0.59], [0.51, -0.44, -0.29], [-0.28, 0.10, 0.31], [0.20, -0.24, -0.04], [0.42, 0.65, -0.11], [-0.49, -0.20, 0.36], [-0.02, 0.07, 0.20], [0.10, -0.07, -0.05], [0.10, -0.03, -0.05], [-0.22, -0.05, -0.10], [-0.05, 0.02, 0.03], [-0.01, 0.04, -0.03], [-0.03, 0.02, 0.01], [-0.08, -0.04, -0.08], [-0.08, 0.05, 0.07], [0.04, 0.01, -0.02], [-0.08, 0.00, -0.05], [0.00, -0.02, 0.00], [0.11, -0.06, 0.03], [0.00, -0.07, 0.04], [-0.12, 0.00, 0.02], [0.19, -0.06, -0.04], [-0.10, 0.12, -0.03], [0.08, -0.02, 0.08], [-0.01, 0.03, -0.03], [0.12, 0.04, 0.02], [0.05, 0.03, 0.01], [0.18, 0.04, 0.05], [-0.01, 0.01, -0.24], [0.09, -0.10, -0.07], [0.02, 0.08, -0.09], [0.09, -0.07, -0.03], [0.06, 0.08, -0.15], [0.09, 0.13, -0.11], [-0.14, -0.05, -0.02], [-0.11, 0.07, 0.03], [0.17, -0.06, -0.02]], "spin_multiplicity": 1, "total_energy_ha": -2229.49332}

***

Computed E_LUMO (eV) in order:
0.021, 0.377
Computed relative energy (zero: lowest compared OMol25 entry of this formula, charge and spin) (kcal per mole) in order:
315.1, 44.9
Computed gap between HOMO and LUMO (eV) in order:
8.450, 8.184